A molecular structure, CH2ClN3S in a non-equilibrium geometry. Source: the Open Molecules 2025 dataset; level of theory: ωB97M-V/def2-TZVPD.

multiplicity	1
LUMO level (alpha / beta)	-0.504 / -0.862	eV
maximum force	3.07	eV/A

Positions of all 8 atoms, in Å:
1 C 0.06 2.17 -0.79
2 N -0.82 0.18 1.80
3 N 0.14 -1.60 0.53
4 N -0.42 -0.48 0.94
5 S 0.20 0.56 -1.05
6 Cl 0.67 3.23 -1.98
7 H 0.37 -1.56 -0.48
8 H -0.20 -2.49 1.04



2 unconnected molecules or ions with the total composition C3H10NO2S2 in a non-equilibrium geometry. Source: the Open Molecules 2025 dataset; level of theory: ωB97M-V/def2-TZVPD.

net charge	-1
multiplicity	1
LUMO level	3.529	eV
maximum force	6.15	eV/A

Positions of all 18 atoms, in Å:
1 N 1.00 0.25 -1.25
2 C 0.15 0.28 0.03
3 C -1.20 0.97 -0.44
4 O -2.32 0.43 0.17
5 C 0.60 0.77 1.41
6 S 1.41 -0.53 2.34
7 S 0.92 -2.39 1.76
8 H 1.67 1.07 -1.17
9 H 1.72 -0.48 -1.03
10 H 0.04 -0.73 0.35
11 H -1.26 1.97 -0.05
12 H -1.37 0.88 -1.49
13 H -0.12 1.34 2.00
14 H 1.31 1.49 1.11
15 H 0.33 -1.77 -0.91
16 H -0.38 -1.35 -2.13
17 H -2.19 -0.16 0.92
18 O -0.29 -2.06 -1.62



A molecular structure, C21H17Cl4I2N4O4Ru in a non-equilibrium geometry. Source: the Open Molecules 2025 dataset; level of theory: ωB97M-V/def2-TZVPD.

net charge	-2
multiplicity	2
LUMO level (alpha / beta)	3.926 / 3.920	eV
maximum force	3.20	eV/A

Positions of all 53 atoms, in Å:
1 Ru 0.40 -0.47 0.16
2 I -2.29 -2.47 -6.16
3 C -1.66 -1.17 -4.56
4 C -0.91 -0.05 -4.92
5 C -0.42 0.72 -3.87
6 I 0.86 2.37 -4.29
7 C -0.60 0.46 -2.52
8 O -0.02 1.12 -1.61
9 C -1.62 -0.61 -2.14
10 C -2.24 -2.03 -0.14
11 N -3.04 -0.96 0.47
12 C -2.97 -0.84 1.91
13 C -1.65 -0.33 2.43
14 C -1.32 -0.53 3.75
15 C -0.16 0.05 4.29
16 C 0.57 0.91 3.46
17 C 0.16 1.10 2.16
18 N -0.89 0.42 1.59
19 C -2.03 -1.47 -3.30
20 H -0.69 0.18 -5.94
21 H -1.83 -2.69 0.63
22 H -2.91 -2.65 -0.77
23 H -4.01 -1.05 0.20
24 H -3.22 -1.79 2.43
25 H -3.74 -0.10 2.20
26 H -1.97 -1.12 4.38
27 H 0.13 -0.11 5.32
28 H 1.44 1.43 3.84
29 H 0.63 1.85 1.52
30 H -2.58 -2.37 -3.07
31 Cl 6.93 -0.29 -2.49
32 C 5.63 -0.30 -1.36
33 C 5.86 -0.01 -0.03
34 Cl 7.46 0.37 0.51
35 C 4.80 -0.02 0.87
36 Cl 5.08 0.33 2.55
37 C 3.49 -0.28 0.48
38 O 2.49 -0.26 1.28
39 C 3.24 -0.62 -0.92
40 O 2.05 -0.92 -1.27
41 C 4.34 -0.62 -1.79
42 Cl 4.05 -1.03 -3.44
43 N -0.19 -3.39 3.41
44 C 0.68 -2.73 2.54
45 N 1.76 -2.15 3.10
46 O 0.51 -2.81 1.33
47 H -0.27 -2.99 4.33
48 H -1.08 -3.59 2.98
49 H 1.69 -1.84 4.06
50 H 2.23 -1.49 2.46
51 C -1.10 -1.48 -0.98
52 H -0.51 -2.32 -1.39
53 H -2.50 -0.06 -1.75



A molecular structure, C3H3N2OP in a non-equilibrium geometry. Source: the Open Molecules 2025 dataset; level of theory: ωB97M-V/def2-TZVPD.

multiplicity	1
LUMO level	-1.123	eV
maximum force	5.54	eV/A

Positions of all 10 atoms, in Å:
1 C 0.27 -3.07 0.11
2 C -0.57 -2.15 -2.47
3 C -0.04 -0.02 0.22
4 N 1.03 -3.84 0.48
5 N -0.15 -2.28 -3.56
6 O -2.38 -2.28 -0.30
7 P -0.99 -2.03 -0.70
8 H 0.65 0.43 -0.37
9 H -0.98 0.51 0.00
10 H 0.12 -0.02 1.27



2 unconnected molecules or ions with the total composition C4H10O in a non-equilibrium geometry. Source: the Open Molecules 2025 dataset; level of theory: ωB97M-V/def2-TZVPD.

SMILES	C=C.CCO
multiplicity	1
LUMO level	0.945	eV
maximum force	1.56	eV/A

Positions of all 15 atoms, in Å:
1 C 1.75 3.09 -0.65
2 C 1.09 3.25 0.49
3 H 1.39 3.74 -1.45
4 H 2.49 2.35 -0.89
5 H 0.07 3.60 0.58
6 H 1.45 2.84 1.44
7 C -0.76 -2.77 -0.67
8 C -1.23 -1.97 0.53
9 O -0.92 -0.57 0.34
10 H -0.96 -2.26 -1.61
11 H -1.24 -3.75 -0.66
12 H 0.31 -2.91 -0.64
13 H -2.31 -2.04 0.61
14 H -0.74 -2.28 1.46
15 H -0.38 -0.32 1.09



2 unconnected molecules or ions with the total composition C10H10F5N2O2 in a non-equilibrium geometry. Source: the Open Molecules 2025 dataset; level of theory: ωB97M-V/def2-TZVPD.

net charge	-1
multiplicity	1
LUMO level	2.569	eV
maximum force	1.99	eV/A

Positions of all 29 atoms, in Å:
1 O 4.27 0.12 1.85
2 C 4.40 -0.93 0.80
3 C 4.01 -0.24 -0.49
4 F 5.05 0.52 -0.99
5 F 3.66 -1.15 -1.48
6 C 2.78 0.65 -0.27
7 C 2.87 2.02 -0.25
8 C 1.72 2.74 0.01
9 C 0.53 2.11 0.22
10 C 0.46 0.74 0.21
11 C -0.82 -0.02 0.48
12 F -1.91 0.69 0.14
13 F -0.86 -1.19 -0.20
14 F -0.91 -0.37 1.78
15 C 1.60 0.00 -0.04
16 H 3.49 -0.07 2.38
17 H 3.64 -1.70 1.04
18 H 3.84 2.48 -0.40
19 H 1.79 3.83 0.03
20 H -0.36 2.72 0.39
21 H 1.56 -1.08 -0.05
22 C -5.58 -1.66 -0.77
23 O -6.69 -2.07 -1.06
24 N -4.52 -2.49 -0.54
25 N -5.29 -0.33 -0.65
26 H -3.60 -2.17 -0.30
27 H -4.69 -3.48 -0.61
28 H -6.04 0.32 -0.82
29 H -4.38 0.03 -0.42



A molecular structure, C8H7HgNO4 in a non-equilibrium geometry. Source: the Open Molecules 2025 dataset; level of theory: ωB97M-V/def2-TZVPD.

net charge	+2
multiplicity	1
LUMO level	-10.392	eV
maximum force	4.75	eV/A

Positions of all 21 atoms, in Å:
1 Hg 0.44 0.40 -0.48
2 C 0.48 2.32 1.30
3 O 0.10 2.08 2.36
4 C 0.21 3.06 -1.76
5 O 0.18 4.19 -1.65
6 C -2.42 0.88 -0.51
7 O -3.42 0.94 0.04
8 C 3.08 0.77 -0.51
9 O 4.13 1.03 -0.14
10 C 0.29 -1.42 -2.76
11 H 1.26 -1.84 -2.46
12 H -0.60 -1.94 -2.41
13 C 0.22 -0.19 -3.34
14 H -0.73 0.34 -3.50
15 H 1.12 0.39 -3.57
16 C -0.81 -2.06 3.67
17 C -0.61 -1.40 2.39
18 N -0.37 -0.88 1.38
19 H 0.17 -2.43 4.02
20 H -1.52 -2.91 3.57
21 H -1.22 -1.33 4.40



The calculation returns the following energy above the lowest of the compared OMol25 structures with the same formula, charge and spin values, one per record and in order: 3.0908, 2.0528, 1.6850, 2.1764, 1.9182, 0.0000, 0.5087 eV.